1.
{"formula": "C10H21INO2P2Ru", "method": "wB97M-V/def2-TZVPD", "species": ["C", "C", "H", "H", "H", "O", "I", "Ru", "P", "C", "C", "H", "H", "H", "H", "H", "H", "C", "H", "H", "H", "P", "C", "C", "H", "H", "H", "C", "H", "H", "H", "H", "H", "H", "C", "O", "N", "C"], "positions_angstrom": [[1.307521, 2.343350, -3.123750], [0.739334, 1.009373, -2.975746], [1.501562, 2.552372, -4.188271], [2.248823, 2.430021, -2.554690], [0.612380, 3.100293, -2.721111], [0.440323, 0.131908, -3.715757], [0.783302, 2.419537, 1.823657], [0.404969, 0.902851, -0.334124], [-1.752259, 1.726243, -0.597741], [-2.803720, 0.732789, -1.706643], [-2.699264, 1.802924, 0.960215], [-3.724062, 2.146747, 0.763262], [-2.774936, 3.846417, -1.197037], [-2.193851, 2.488251, 1.652373], [-1.044124, 4.023428, -0.761605], [-2.989793, -0.241856, -1.236562], [-2.713667, 0.802513, 1.409917], [-1.774012, 3.406426, -1.300874], [-3.759319, 1.241192, -1.893463], [-1.504300, 3.365241, -2.363539], [-2.278870, 0.569519, -2.657243], [2.527547, -0.004652, -0.106824], [2.799828, -1.528928, -1.067100], [3.834924, 1.139263, -0.651151], [2.920633, 0.413483, 2.239570], [3.925551, -0.957328, 1.639750], [2.167304, -1.176777, 1.967349], [2.935532, -0.482382, 1.606079], [3.639118, 2.129696, -0.221311], [4.813868, 0.777031, -0.310646], [3.854616, -1.831688, -1.019235], [2.510172, -1.358695, -2.112838], [3.832662, 1.207477, -1.746165], [2.167515, -2.325490, -0.652276], [-0.147614, -0.697006, -1.129225], [-0.510821, -1.721999, -1.555939], [-0.651646, -1.040056, 1.954700], [-0.250583, -0.319674, 1.113616]], "atomic_forces_ev_per_a": [[0.64, 1.46, -0.29], [-0.79, -2.16, -1.69], [-0.07, -0.11, 0.20], [-0.41, -0.09, -0.18], [0.27, -0.35, -0.12], [0.71, 2.15, 2.22], [0.22, 0.86, 0.95], [0.95, 2.61, 0.40], [-3.13, 0.77, -0.31], [0.25, -0.03, 0.05], [0.13, 0.02, 0.03], [0.27, -0.09, 0.03], [0.19, -0.14, -0.05], [-0.26, -0.10, -0.12], [-0.23, 0.01, -0.17], [-0.04, 0.20, -0.15], [-0.08, 0.24, -0.07], [0.24, 0.17, 0.04], [0.26, -0.12, 0.08], [-0.16, 0.08, 0.22], [-0.25, 0.01, 0.14], [2.81, -1.64, 0.38], [-0.20, 0.14, -0.01], [-0.05, 0.29, 0.01], [0.14, -0.26, -0.07], [-0.25, 0.12, -0.03], [0.24, 0.10, -0.03], [-0.07, 0.11, 0.00], [0.20, -0.17, -0.12], [-0.20, 0.04, -0.11], [-0.28, 0.09, 0.01], [0.16, -0.15, 0.19], [0.13, -0.04, 0.26], [0.21, 0.12, -0.13], [-2.96, -8.40, -3.83], [1.37, 3.84, 1.55], [0.74, 1.26, -1.70], [-0.67, -0.84, 2.42]], "spin_multiplicity": 6, "gap_ev": [5.042, 5.700], "charge": 2, "energy_ha": -1673.34501, "s_squared": 8.786, "relative_energy_ev": 1.539, "lumo_ha": [-0.292, -0.409]}

***

2.
{"formula": "C10H22", "method": "wB97M-V/def2-TZVPD", "species": ["C", "C", "C", "C", "C", "H", "H", "H", "H", "H", "H", "H", "H", "H", "H", "C", "C", "C", "C", "C", "H", "H", "H", "H", "H", "H", "H", "H", "H", "H", "H", "H"], "positions_angstrom": [[-2.050684, 1.508401, 0.296162], [-1.027784, 1.563837, 1.519387], [0.304412, 2.297235, 0.899014], [-0.295962, 2.926616, -0.275623], [-1.201081, 1.887159, -0.887474], [-2.513795, 0.459688, 0.153740], [-2.753308, 2.227205, 0.409480], [-0.692878, 0.580806, 2.132463], [-1.489892, 2.382115, 2.198655], [0.824461, 1.368566, 0.299624], [1.042922, 2.877296, 1.512083], [0.418161, 3.106524, -1.134119], [-0.940171, 3.838189, -0.202400], [-0.445478, 0.998644, -1.149088], [-1.719496, 2.132247, -1.926519], [-0.456739, -2.051170, 2.046876], [0.646690, -2.387077, 1.034386], [0.463302, -1.661416, -0.315343], [1.629126, -1.838009, -1.240957], [1.509757, -1.092278, -2.598094], [-0.434111, -1.006772, 2.399801], [-1.490651, -2.200186, 1.578495], [-0.447641, -2.662573, 2.945693], [0.668874, -3.469715, 0.827438], [1.625000, -2.107105, 1.450352], [-0.504050, -1.984439, -0.781753], [0.379594, -0.601151, -0.066391], [1.799699, -2.917224, -1.510548], [2.561537, -1.523127, -0.726656], [1.495103, 0.007644, -2.479933], [2.437879, -1.256721, -3.173452], [0.657202, -1.403209, -3.235298]], "atomic_forces_ev_per_a": [[2.31, -4.78, -0.08], [0.97, 1.30, 1.73], [-0.01, -3.77, -0.62], [-0.06, 2.46, -4.18], [1.09, -2.15, -2.34], [0.46, 1.69, 0.44], [-2.50, 1.96, 0.63], [-1.39, 2.67, -1.67], [0.81, -1.76, -0.40], [-0.31, 2.10, 2.08], [-1.05, -0.73, -0.32], [-0.17, 0.51, 1.21], [0.79, -0.29, 0.66], [-1.86, 1.53, 0.33], [0.84, -0.17, 2.43], [-1.41, 0.02, -0.63], [-0.18, -0.07, -0.21], [-0.77, -0.18, 0.79], [0.76, -0.70, -1.31], [0.65, 0.34, 0.01], [0.21, -0.64, -0.30], [1.30, 0.19, 0.53], [0.22, -0.23, -0.01], [0.03, 0.24, 0.26], [-0.14, -0.13, -0.07], [0.73, 0.29, 0.27], [-0.22, 0.06, -0.20], [-0.28, 0.74, 0.48], [-0.45, -0.03, -0.28], [-0.35, -0.42, 0.14], [-0.40, -0.17, 0.08], [0.37, 0.10, 0.57]], "spin_multiplicity": 1, "gap_ev": 11.628, "energy_ha": -394.13276, "relative_energy_ev": 2.525, "lumo_ha": 0.040, "smiles": "C1CCCC1.CCCCC"}

***

3.
{"formula": "C10H22", "method": "wB97M-V/def2-TZVPD", "species": ["C", "C", "C", "C", "C", "H", "H", "H", "H", "H", "H", "H", "H", "H", "H", "H", "H", "C", "C", "C", "C", "C", "H", "H", "H", "H", "H", "H", "H", "H", "H", "H"], "positions_angstrom": [[-3.811413, 0.111014, -0.258131], [-2.322070, 0.037852, -0.012294], [-2.057660, -0.508550, 1.390708], [-1.654438, 1.396201, -0.218091], [-1.666101, -0.960571, -1.019069], [-4.231292, -0.891845, -0.264312], [-4.339104, 0.731469, 0.482197], [-4.033070, 0.503560, -1.256997], [-0.991672, -0.488890, 1.619578], [-2.601641, 0.088097, 2.134305], [-2.395347, -1.549630, 1.489766], [-0.611320, 1.333568, 0.113305], [-2.178213, 2.160607, 0.384989], [-1.661468, 1.702688, -1.269045], [-1.881449, -0.726239, -2.045454], [-0.613240, -0.933865, -0.858890], [-2.042737, -1.964379, -0.767836], [2.419071, -1.058143, 0.719875], [2.431096, 0.406281, 1.246591], [2.883016, 1.236025, 0.046675], [2.523696, 0.395579, -1.169738], [2.865462, -1.014330, -0.755390], [3.033240, -1.653372, 1.361664], [1.431637, -1.472251, 0.773285], [3.041194, 0.545270, 2.129495], [1.414572, 0.703071, 1.511513], [3.969415, 1.387127, 0.005259], [2.370366, 2.215555, 0.042731], [3.004039, 0.769586, -2.063237], [1.426984, 0.474718, -1.330595], [3.968095, -1.190346, -0.846649], [2.310351, -1.785842, -1.316207]], "atomic_forces_ev_per_a": [[-0.44, 0.12, -0.41], [0.69, -0.62, -0.77], [-0.25, 0.15, 0.16], [-0.21, 0.20, 0.58], [-1.25, -0.02, 1.28], [-0.19, -0.16, 0.28], [0.18, -0.20, -0.16], [0.09, 0.17, 0.11], [0.05, 0.04, 0.08], [0.22, -0.08, -0.01], [-0.01, 0.24, -0.09], [-0.09, 0.17, -0.06], [0.34, -0.14, -0.26], [-0.11, -0.04, 0.13], [-0.16, 0.15, -0.50], [0.98, -0.14, 0.00], [0.21, 0.16, -0.36], [0.30, 0.69, 0.14], [-0.39, -0.30, -0.57], [0.00, 0.71, -0.13], [-1.15, 0.51, -0.04], [0.54, -0.73, 0.23], [0.51, -0.65, 0.15], [-0.66, -0.20, 0.09], [0.20, -0.02, 0.13], [-0.01, 0.03, 0.10], [-0.15, 0.13, 0.37], [0.47, -0.28, -0.11], [0.17, -0.12, -0.33], [0.44, -0.09, -0.03], [-0.86, 0.03, 0.01], [0.50, 0.30, -0.02]], "spin_multiplicity": 1, "gap_ev": 11.869, "energy_ha": -394.21423, "relative_energy_ev": 0.308, "lumo_ha": 0.033, "smiles": "CC(C)(C)C.C1CCCC1"}